(1)
13
Properties=species:S:1:pos:R:3:forces:R:3:mulliken_charge:R:1 method="wB97M-V/def2-TZVPD" relative_energy_kcal_mol=19.8 charge=0 gap_ev="10.52 / 6.95" lumo_ev="0.63 / -2.63" homo_ev="-9.89 / -9.58" spin_multiplicity=2
O 1.638 2.172 1.181 0.2 0.4 -0.6 -0.445
C 1.602 1.052 0.751 -0.8 -0.2 0.7 0.005
C 1.007 0.675 -0.590 -0.3 0.3 -0.6 -0.560
C -0.556 0.794 -0.592 1.0 0.1 -0.4 -0.575
S -1.278 0.062 0.895 0.0 0.5 -0.6 -0.130
H 1.826 0.254 1.474 0.3 -0.5 -0.3 0.378
H 1.373 1.330 -1.389 0.0 0.2 0.3 0.298
H 1.244 -0.323 -0.958 0.2 -0.2 0.6 0.338
H -0.848 1.842 -0.683 0.1 0.1 0.6 0.363
H -0.814 0.371 -1.565 -0.7 -0.5 0.4 0.340
H -2.247 -3.184 0.809 -0.9 -0.7 0.5 0.301
H -1.541 -2.048 0.243 0.4 -0.3 -0.1 0.273
O -1.405 -2.996 0.424 0.4 0.6 -0.5 -0.584


(2)
49
Properties=species:S:1:pos:R:3:forces:R:3:mulliken_charge:R:1 method="wB97M-V/def2-TZVPD" charge=+1 gap_ev=8.77 lumo_ev=-2.65 homo_ev=-11.42 spin_multiplicity=1
C -0.758 -5.617 -0.632 0.3 0.2 0.1 -1.430
C -0.019 -4.646 0.310 -0.6 -0.3 0.2 0.956
C -0.072 -5.196 1.737 0.5 0.1 -0.1 -1.728
C -0.643 -3.249 0.285 0.5 0.4 0.1 -1.433
C 0.357 -2.127 0.626 -0.2 -0.3 -0.4 1.079
C 1.425 -2.002 -0.463 -0.2 0.1 0.1 -1.658
C -0.448 -0.845 0.699 0.0 -0.2 -0.1 -1.348
O 0.283 0.327 1.115 -0.3 0.4 -0.3 -0.167
P 1.012 0.240 2.615 0.6 -0.7 0.4 -0.169
B 2.003 1.908 2.509 -0.6 0.3 0.4 0.511
N 1.699 3.029 3.353 1.3 -0.2 -0.2 -0.482
O 2.966 2.003 1.526 -0.3 -0.3 -0.3 -0.562
H -0.046 -6.266 -1.136 0.0 -0.2 -0.1 0.344
H -1.450 -6.241 -0.071 -0.1 -0.1 0.0 0.328
H -1.327 -5.079 -1.387 0.0 0.0 -0.2 0.381
H 1.029 -4.604 0.018 0.0 0.2 -0.2 0.183
H 0.442 -6.154 1.787 -0.1 -0.2 0.0 0.415
H 0.443 -4.539 2.439 -0.1 0.1 0.1 0.371
H -1.105 -5.320 2.055 -0.1 0.0 0.1 0.419
H -1.449 -3.201 1.021 -0.2 -0.1 -0.1 0.378
H -1.068 -3.020 -0.695 -0.1 -0.1 -0.1 0.429
H 0.798 -2.384 1.588 0.1 0.3 0.1 0.493
H 1.820 -0.989 -0.518 0.2 0.0 0.1 0.391
H 2.242 -2.697 -0.305 0.1 0.0 -0.1 0.382
H 0.964 -2.213 -1.429 0.1 -0.1 -0.1 0.329
H -0.793 -0.629 -0.314 -0.1 0.1 0.0 0.300
H -1.333 -0.979 1.324 0.0 0.1 0.2 0.333
H -0.039 0.591 3.498 -0.2 0.3 -0.2 -0.014
H 2.292 3.819 3.113 0.0 0.1 0.2 0.222
H 1.791 2.884 4.352 -0.8 0.0 0.1 0.248
H 3.842 2.122 1.902 0.2 0.4 -0.2 0.300
C -1.859 2.159 -1.306 0.1 -0.1 0.1 -1.459
C -1.190 3.372 -0.683 -0.1 -0.1 -0.1 0.252
C -1.048 4.575 -1.616 0.2 0.1 0.1 -0.690
O -0.030 4.340 -2.563 -0.1 -0.1 -0.1 -0.409
C -0.448 3.926 -3.868 0.1 0.0 0.0 -0.650
N 0.215 2.997 -0.296 0.2 0.0 0.1 0.055
H -1.239 1.711 -2.084 0.0 0.1 0.0 0.381
H -2.055 1.396 -0.553 0.0 0.0 0.0 0.341
H -2.811 2.446 -1.748 0.0 0.0 0.0 0.417
H -1.709 3.657 0.231 0.0 0.1 0.0 0.401
H -0.743 5.449 -1.035 0.0 0.0 0.0 0.386
H -2.004 4.808 -2.088 0.0 -0.1 0.0 0.437
H -1.430 4.334 -4.111 0.0 0.0 0.0 0.322
H -0.474 2.838 -3.949 -0.1 0.0 0.0 0.277
H 0.279 4.312 -4.577 0.0 0.0 0.0 0.242
H 0.272 2.066 0.148 -0.1 -0.3 0.1 0.024
H 0.636 3.682 0.333 0.0 0.0 0.1 0.435
H 0.780 3.005 -1.155 0.0 0.0 0.0 0.437


(3)
77
Properties=species:S:1:pos:R:3:forces:R:3:mulliken_charge:R:1 method="wB97M-V/def2-TZVPD" charge=+1 gap_ev=7.59 lumo_ev=-3.89 homo_ev=-11.48 spin_multiplicity=1
N -0.468 1.706 0.233 -0.9 -0.6 -0.1 -0.464
H 0.278 2.248 0.644 1.0 -0.5 0.2 0.363
H -0.914 1.051 0.860 -0.6 0.6 1.5 0.364
H -0.283 0.979 -0.444 1.3 0.5 -1.3 0.382
H -1.113 2.391 -0.133 -0.8 0.0 -0.3 0.342
C -3.537 6.307 -0.323 -0.3 -0.5 -1.0 -0.451
O -3.717 5.124 -1.154 0.0 0.5 0.8 -0.504
H -2.846 6.048 0.479 0.1 0.2 -0.2 0.174
H -3.186 7.078 -1.008 0.5 0.3 0.6 0.253
H -4.474 6.661 0.107 -0.1 -0.2 0.1 0.238
H -4.243 5.440 -1.893 -0.1 -0.3 -0.2 0.294
C 2.010 5.521 -4.788 0.7 1.2 0.3 -1.314
C 2.386 4.152 -5.221 -0.1 -0.2 -2.7 0.442
C 2.959 4.051 -6.656 -1.0 -0.1 -0.5 -1.132
O 3.326 3.510 -4.426 -0.2 -1.0 1.8 -0.549
H 2.784 6.219 -5.105 0.3 0.2 0.3 0.326
H 1.930 5.515 -3.701 -0.2 0.3 0.0 0.330
H 1.108 5.931 -5.242 -0.2 -0.4 0.0 0.369
H 1.432 3.624 -5.257 0.3 -0.9 0.6 0.232
H 4.048 3.998 -6.661 0.0 0.4 0.0 0.319
H 2.559 4.803 -7.336 0.3 0.4 0.1 0.329
H 2.619 3.131 -7.133 0.1 -0.3 0.2 0.305
H 4.140 4.014 -4.356 0.0 0.3 -0.2 0.342
C 1.376 -3.555 7.573 -2.0 0.3 0.1 -1.537
C 2.615 -2.861 7.057 0.7 -1.0 1.5 0.772
C 2.520 -1.416 6.606 -1.5 -0.4 -0.5 -1.190
O 3.480 -2.869 8.204 1.1 0.6 -0.3 -0.565
H 0.515 -3.641 6.910 0.1 0.4 -0.5 0.350
H 0.994 -3.047 8.459 0.0 0.3 0.1 0.395
H 1.476 -4.590 7.899 0.9 -0.1 -0.1 0.381
H 2.990 -3.515 6.271 0.6 0.2 -0.3 0.128
H 3.420 -0.883 6.302 0.2 -0.5 0.4 0.331
H 1.957 -0.833 7.334 0.2 0.1 0.2 0.310
H 1.881 -1.468 5.724 -0.1 0.3 -0.3 0.314
H 3.340 -3.608 8.801 -0.2 -0.2 -0.3 0.311
C -6.638 -1.140 2.459 -2.8 0.2 -1.1 -1.289
C -5.519 -1.168 3.386 0.1 0.3 -0.1 0.629
C -5.868 -2.010 4.583 2.0 -0.2 1.3 -1.339
O -4.283 -1.442 2.710 0.4 0.4 0.4 -0.542
H -7.108 -2.111 2.301 0.4 -0.3 -0.6 0.314
H -6.536 -0.560 1.543 0.5 -0.4 -0.2 0.331
H -7.460 -0.610 2.942 -0.1 0.2 0.4 0.370
H -5.467 -0.129 3.712 0.8 0.0 0.3 0.113
H -6.074 -3.074 4.463 -0.6 0.2 -0.6 0.366
H -6.555 -1.521 5.274 -0.4 -0.1 -0.4 0.388
H -4.940 -2.039 5.153 0.2 0.0 0.4 0.356
H -4.042 -2.369 2.649 -0.5 -0.2 0.2 0.301
C 5.845 -3.266 -0.609 0.4 0.3 -0.2 -1.350
C 5.251 -2.615 -1.883 1.1 -2.3 0.3 0.499
C 5.165 -3.662 -3.023 0.5 0.0 -0.3 -1.156
O 3.995 -2.024 -1.630 -0.1 0.4 0.2 -0.541
H 6.045 -2.512 0.153 -0.3 0.0 0.1 0.321
H 6.819 -3.707 -0.824 0.2 0.2 -0.4 0.375
H 5.338 -4.130 -0.180 -0.8 0.3 -0.1 0.354
H 5.992 -1.893 -2.225 -0.2 0.4 0.1 0.229
H 5.184 -4.728 -2.796 -0.8 0.0 0.9 0.291
H 6.089 -3.671 -3.601 0.0 0.7 -0.4 0.343
H 4.309 -3.416 -3.651 0.2 -0.2 -0.2 0.312
H 4.004 -1.175 -2.079 -0.2 0.0 0.0 0.323
C -2.163 -2.461 -6.364 -1.8 -0.3 0.5 -1.195
C -2.788 -2.417 -4.910 0.1 -1.1 -1.1 0.247
C -3.182 -3.761 -4.362 -1.0 -1.5 -0.9 -1.228
O -1.813 -1.899 -4.084 1.3 0.9 1.0 -0.523
H -1.406 -3.237 -6.477 0.1 -0.2 0.5 0.352
H -1.701 -1.531 -6.695 -0.4 0.1 0.2 0.333
H -2.962 -2.763 -7.041 0.1 0.2 -0.4 0.338
H -3.729 -1.899 -4.723 0.3 1.0 -0.9 0.294
H -3.491 -3.692 -3.319 0.2 0.0 0.0 0.318
H -2.520 -4.612 -4.521 0.8 0.3 0.3 0.337
H -4.036 -4.115 -4.938 -0.5 0.1 0.1 0.362
H -1.096 -2.486 -4.335 0.8 0.3 0.6 0.365
O 3.157 4.358 2.061 -0.3 -0.2 -0.2 -0.648
H 3.663 5.060 1.650 0.1 0.2 -0.1 0.326
H 3.481 4.325 2.961 0.1 0.0 0.3 0.329
O -1.733 2.895 5.969 0.3 -0.1 -0.1 -0.646
H -2.177 3.740 5.907 -0.1 0.3 0.1 0.327
H -2.413 2.251 5.772 -0.2 -0.2 0.0 0.319


(4)
11
Properties=species:S:1:pos:R:3:forces:R:3:mulliken_charge:R:1 method="wB97M-V/def2-TZVPD" relative_energy_kcal_mol=53.2 charge=0 gap_ev=9.90 smiles="O=CNC(=O)C(=O)O" lumo_ev=-0.83 homo_ev=-10.73 spin_multiplicity=1
O 2.944 -0.291 0.387 -3.0 3.4 -2.5 -0.513
C 2.024 0.454 -0.059 0.2 -2.6 2.8 0.124
N 0.710 -0.177 -0.326 4.5 4.8 0.4 -0.108
C -0.328 0.671 0.016 -0.8 0.0 -1.9 0.520
O -0.471 1.857 -0.103 2.1 0.9 0.4 -0.479
C -1.580 -0.026 0.156 -5.3 -2.4 0.2 0.446
O -2.722 0.465 0.290 4.5 -2.5 -0.3 -0.506
O -1.218 -1.385 -0.097 -5.1 -0.9 1.6 -0.487
H 1.845 1.591 0.026 1.2 -1.5 -0.4 0.337
H 0.852 -1.143 -0.384 -1.0 -1.5 0.4 0.288
H -2.056 -2.017 0.094 2.6 2.3 -0.8 0.380


(5)
49
Properties=species:S:1:pos:R:3:forces:R:3:mulliken_charge:R:1 method="wB97M-V/def2-TZVPD" relative_energy_kcal_mol=5.7 charge=0 gap_ev=6.16 lumo_ev=-0.62 homo_ev=-6.78 spin_multiplicity=1
Cs -0.147 0.619 -1.939 -0.2 -0.1 -0.2 1.014
C -2.783 0.277 2.467 -1.9 0.9 -0.1 -0.620
C -1.333 0.490 2.902 -0.4 1.1 0.1 0.563
N -1.034 0.531 4.192 1.3 0.4 -1.5 -0.718
C 0.267 0.945 4.483 -0.8 -1.0 -0.1 -0.788
C 1.243 1.249 3.562 0.5 0.8 0.5 0.493
C 2.584 1.816 4.103 -1.0 -1.1 1.1 -0.876
O 3.764 1.045 3.827 -0.4 0.4 -0.6 -0.513
C 0.923 1.220 2.191 0.0 1.2 -1.6 0.424
C 1.870 1.830 1.216 -1.1 -1.1 1.2 -0.491
N 1.786 2.003 -0.046 -0.4 -0.4 -0.1 -0.250
C 2.940 2.529 -0.639 0.1 0.0 0.1 0.156
C 4.192 1.878 -0.489 -0.6 -0.5 0.5 -0.118
C 5.307 2.410 -1.063 0.6 -0.1 -0.8 -0.538
C 5.182 3.526 -1.920 1.4 -0.7 1.0 -0.583
C 4.036 4.237 -2.011 -2.3 0.1 0.5 -0.408
C 2.874 3.711 -1.350 1.2 0.9 -0.8 -0.029
I 1.132 4.875 -1.360 0.1 -0.3 0.0 0.078
C -0.413 0.926 1.817 -0.7 -1.3 -0.4 -0.085
O -0.855 0.917 0.615 0.3 0.2 1.1 -0.836
H -3.479 0.062 3.352 1.2 0.2 -1.0 0.323
H -2.951 -0.530 1.703 0.6 0.7 0.7 -0.103
H -3.236 1.257 1.950 1.3 -2.0 1.1 0.259
H 0.484 0.909 5.537 0.2 0.2 0.2 0.333
H 2.441 1.740 5.192 0.1 0.5 -0.2 0.315
H 2.734 2.870 3.836 0.1 -0.4 -0.1 0.383
H 3.452 0.177 3.559 0.1 -0.1 0.0 0.375
H 2.771 2.148 1.680 1.0 0.3 0.6 0.774
H 4.257 0.938 0.091 -0.2 0.7 -0.3 0.418
H 6.290 1.934 -0.890 -0.7 0.4 -0.3 0.324
H 6.078 3.854 -2.391 0.5 0.4 -0.4 0.388
H 3.974 5.217 -2.511 0.1 -0.7 0.1 0.318
O -4.668 -1.951 0.344 -1.4 -0.5 1.8 -0.447
C -3.896 -1.673 -0.648 1.8 0.3 -2.3 0.534
O -3.661 -0.551 -1.043 0.0 -1.0 0.3 -0.545
C -3.443 -2.958 -1.417 -0.4 2.6 1.1 0.177
C -4.220 -4.075 -1.406 1.7 -0.9 -3.5 -0.604
C -4.130 -4.923 -2.517 0.2 0.6 0.7 -0.769
C -3.172 -4.639 -3.479 -0.4 0.3 1.3 -0.326
C -2.316 -3.548 -3.291 0.5 0.0 -0.2 0.873
N -2.482 -2.714 -2.273 0.5 0.0 -1.1 -0.190
C -1.149 -3.197 -4.257 -1.1 -0.5 0.9 0.236
O -1.060 -4.031 -5.303 1.0 0.7 -0.3 -0.472
O -0.389 -2.298 -4.074 0.2 0.0 0.0 -0.451
H -5.007 -1.115 0.696 0.0 0.1 0.2 0.451
H -4.875 -4.342 -0.708 -2.6 -0.4 3.0 0.634
H -4.832 -5.758 -2.608 0.5 0.2 -0.1 0.395
H -3.169 -5.352 -4.241 0.5 -0.6 -1.6 0.205
H -1.881 -4.484 -5.442 -0.7 -0.5 0.0 0.319


Number 1: E_tot -18152.6047 eV. Number 2: E_tot -30993.5190 eV. Number 3: E_tot -35295.3404 eV. Number 4: E_tot -12838.0141 eV. Number 5: E_tot -47456.1900 eV.